Entry from the OMol25 dataset: 10 unconnected molecules or ions with the total composition C33H93N7O10 (the ωB97M-V functional and the def2-TZVPD basis).

```
143
Properties=species:S:1:pos:R:3
H -17.52 8.60 -14.06
H -18.92 -2.09 -13.49
H -18.52 0.03 -15.36
H -25.34 2.35 -18.72
H -22.09 0.46 -20.09
H -20.90 6.47 -17.38
H -13.26 3.01 -18.14
H -17.01 6.89 -13.99
C -13.87 3.84 -18.53
H -24.81 0.70 -17.10
H -26.57 4.54 -16.47
C -23.94 -3.27 -15.37
H -25.21 -3.21 -18.66
H -22.42 0.51 -18.36
H -17.50 0.20 -18.94
H -22.76 -0.32 -12.56
H -19.94 2.51 -18.61
H -21.02 3.89 -13.86
H -19.84 5.11 -17.09
C -21.92 0.50 -15.40
H -13.25 4.73 -18.53
H -15.83 3.35 -14.52
H -25.94 4.67 -18.08
C -27.46 -0.01 -17.35
O -19.05 7.27 -13.58
C -20.95 5.89 -13.37
O -14.99 4.08 -17.69
H -27.41 -1.00 -16.90
H -15.89 2.31 -18.25
H -23.37 5.17 -18.16
H -14.20 3.51 -19.52
H -21.42 2.34 -16.46
H -25.07 -0.14 -15.57
N -25.19 -4.93 -16.84
H -25.22 4.37 -14.53
C -20.83 5.39 -17.47
H -23.65 0.04 -19.52
C -19.90 -2.60 -9.79
C -19.60 -3.71 -10.76
H -19.46 -0.77 -10.88
N -26.03 2.46 -19.45
C -25.31 0.76 -16.13
H -20.92 5.13 -18.53
H -27.59 0.29 -14.66
H -18.85 5.22 -13.42
H -26.79 2.31 -22.23
H -22.04 5.77 -11.49
C -22.83 0.74 -19.34
H -21.18 -2.33 -8.15
H -19.47 5.85 -14.95
C -25.07 -2.74 -17.69
H -23.94 -3.92 -12.69
H -19.01 -2.43 -9.18
C -24.43 4.66 -16.38
H -15.91 4.78 -15.50
H -24.56 -1.78 -17.76
C -20.92 1.49 -16.00
H -27.58 -1.71 -19.50
H -22.42 0.19 -10.92
H -17.29 4.33 -14.53
C -27.44 -0.65 -19.74
H -25.11 1.04 -20.69
H -20.35 1.15 -16.86
H -15.00 2.26 -16.78
H -18.68 -3.58 -11.33
N -17.54 2.00 -15.98
H -28.45 1.46 -15.27
O -20.16 2.03 -14.93
O -17.99 1.01 -18.82
O -26.81 0.06 -18.66
C -21.06 6.02 -11.87
O -23.24 2.10 -19.25
C -15.68 2.89 -17.35
H -21.89 -2.81 -9.47
C -25.17 2.13 -20.60
H -24.89 -5.61 -16.16
C -19.02 1.05 -19.75
H -26.91 -0.59 -20.69
H -26.59 1.63 -19.28
C -24.31 -3.77 -16.79
H -20.46 2.57 -20.34
H -23.14 6.40 -16.98
C -19.63 2.43 -19.66
O -23.42 -4.37 -14.69
H -18.02 7.59 -15.32
H -19.07 -0.47 -13.24
H -19.32 2.27 -15.32
H -18.95 3.24 -19.93
H -19.52 -4.69 -10.28
O -21.35 -1.44 -11.43
H -22.48 0.05 -16.22
H -17.41 -1.11 -13.36
H -28.51 -0.46 -19.81
H -25.81 6.06 -16.97
H -20.61 -0.61 -9.57
H -21.47 6.73 -13.82
H -23.41 -4.04 -17.35
O -18.61 -0.91 -15.20
C -16.50 3.93 -15.16
C -20.32 -1.24 -10.40
C -25.81 2.69 -21.92
H -26.12 -4.58 -16.65
C -17.83 7.57 -14.25
H -21.36 -0.31 -14.91
H -22.77 -5.15 -12.83
H -23.03 2.43 -21.26
H -24.81 -2.85 -14.87
C -23.72 2.62 -20.43
H -21.76 4.71 -14.91
H -20.77 7.03 -11.59
N -21.05 -2.97 -8.93
H -24.32 3.58 -16.47
H -22.65 0.89 -14.70
C -26.81 0.99 -16.44
H -23.77 3.70 -20.30
H -25.19 2.47 -22.79
H -26.05 -2.59 -17.22
H -23.12 -2.55 -15.40
H -17.86 1.57 -16.83
H -18.72 0.76 -20.76
C -19.51 5.97 -13.87
O -21.88 4.82 -16.70
C -25.76 4.97 -17.05
H -25.02 1.67 -15.60
N -21.60 4.72 -13.91
C -23.10 -4.23 -13.31
N -27.49 1.16 -15.17
H -16.83 1.34 -15.70
C -16.90 3.21 -16.46
N -24.50 4.95 -14.95
H -21.23 0.46 -12.28
H -17.63 3.81 -16.98
C -18.42 -1.17 -13.76
H -22.30 -3.49 -13.19
H -20.38 -3.74 -11.51
H -20.39 5.32 -11.37
H -26.96 1.97 -16.89
H -28.53 0.17 -17.42
C -21.96 -0.21 -11.82
C -23.19 5.31 -17.10
H -19.81 0.37 -19.44
H -25.95 3.76 -21.81
H -23.62 4.64 -14.56
```

## Properties
- frontier orbital gap (eV) = 8.698
- E_tot (eV) = -66628.7803
- SMILES string = COC[C@H](C)N.COC[C@H](C)N.COC[C@H](C)N.COC[C@H](C)N.COC[C@H](C)N.COC[C@H](C)N.COC[C@H](C)N.CCO.CCO.CO
- energy relative to the best compared isomer or geometry (same formula, charge and spin) (kcal/mol) = 6.0
- HOMO level (eV) = -8.36

Atom charges from the Löwdin analysis, given in e for atoms 1 to 4: atom 1 (H): 0.08, atom 2 (H): 0.07, atom 3 (H): 0.01, atom 4 (H): 0.04


Entry from the OMol25 dataset: 16 unconnected molecules or ions with the total composition C34H110N10O14 (the ωB97M-V functional and the def2-TZVPD basis).

```
168
Properties=species:S:1:pos:R:3
C 4.59 -3.28 -53.33
H 2.81 -7.98 -48.00
C 6.57 -9.19 -41.11
C 5.19 -9.69 -40.48
H 2.20 -9.24 -41.68
H 6.41 -8.19 -49.57
H 14.03 -3.56 -46.31
H 7.64 -13.66 -43.71
H 8.34 -3.07 -40.91
C 4.82 -3.28 -49.69
H 1.41 -11.15 -46.93
C 9.82 -13.45 -44.09
H 2.81 -4.88 -41.05
H 8.36 -0.15 -41.45
H 7.15 -4.30 -41.39
H 10.66 -5.11 -38.71
O 4.13 -9.16 -41.26
H 11.01 -11.89 -43.10
H 4.14 -3.94 -47.23
H 3.80 -9.52 -45.07
N 9.48 1.51 -43.51
C 10.28 -8.46 -44.55
H 9.44 -3.93 -46.27
H 8.44 -9.33 -48.54
C 13.32 -3.26 -48.13
H 4.43 0.01 -43.16
H 2.26 -9.86 -44.85
C 0.16 -10.65 -49.36
H 4.80 1.17 -44.49
C 5.16 -3.85 -51.12
H 5.30 -6.17 -46.15
H 12.19 -1.76 -46.89
C 4.52 -3.71 -42.98
H 4.45 -8.64 -47.55
H 6.57 -9.47 -42.16
C 1.77 -10.37 -47.60
O 6.15 -6.44 -45.80
H 3.54 -3.23 -42.92
C 4.20 -5.20 -42.73
H 8.11 0.33 -44.39
H 12.96 -5.47 -47.96
H 10.72 -14.07 -44.06
C 7.55 -15.30 -42.07
H 8.22 -7.70 -48.22
H 6.90 -6.45 -44.32
C 8.37 -0.48 -42.49
C 6.18 -7.13 -49.61
N 8.70 -8.55 -47.95
C 12.64 -3.63 -40.51
O 5.83 1.34 -42.63
H 4.11 -2.41 -53.77
N 3.02 -10.01 -45.49
N 3.34 -5.66 -43.82
N 9.76 -12.73 -45.42
H 6.71 -6.52 -46.57
H 3.14 -6.57 -41.41
H 5.19 -5.66 -42.72
H 7.24 -7.61 -40.21
C 3.59 -5.58 -41.35
N 5.83 -3.61 -48.76
H 11.02 -4.57 -42.48
H 2.39 -9.12 -39.91
H 5.14 -6.97 -49.32
H 6.20 -3.64 -51.39
H -0.71 -10.19 -49.85
C 11.17 -4.10 -40.40
H 11.06 -9.22 -44.54
O 4.37 -3.09 -52.00
H 8.14 -6.08 -43.28
H 10.21 -5.80 -40.04
H 4.12 -4.23 -53.57
N 6.71 -7.70 -41.06
H 9.21 -1.12 -42.75
C 2.81 -9.53 -40.83
H 2.89 -4.69 -46.83
H 8.01 -4.55 -39.93
C 13.38 -4.75 -48.66
H 7.89 -10.88 -40.47
H 10.25 -3.26 -42.25
H 7.21 -14.35 -41.67
C 10.24 -3.34 -45.82
H 10.67 -7.61 -45.09
H 5.00 -4.90 -51.38
H 7.85 -15.94 -41.24
C 4.83 -1.69 -49.70
H 10.11 -8.25 -43.49
C 3.44 -8.40 -47.22
C 4.26 -5.88 -38.96
H 8.47 -8.75 -46.99
H 6.32 -6.82 -50.64
O 0.72 -9.78 -48.33
H 4.07 -1.44 -50.45
H 3.83 -3.68 -49.49
H 3.67 -7.50 -46.65
H 9.24 -13.20 -46.14
H 2.49 -5.14 -43.99
H 1.65 -8.64 -46.27
C 8.57 -14.20 -43.89
H 6.36 -9.78 -44.80
H 4.52 -1.23 -48.76
H 4.81 -5.16 -38.35
H 5.79 -0.17 -44.06
H 5.89 -7.14 -40.90
H 7.30 2.46 -42.33
H 14.69 -2.29 -47.01
H 7.81 -9.52 -39.36
H 5.18 -10.75 -40.71
H 6.70 -3.34 -49.20
C 10.37 -4.19 -41.69
H 9.53 2.32 -44.11
H 3.28 -5.42 -38.86
H 3.84 -5.58 -44.69
C 7.09 1.79 -43.16
H 5.06 -9.63 -39.40
O 9.07 -8.78 -45.20
H 10.60 -3.44 -39.75
N 14.47 -3.26 -47.17
H 9.82 1.81 -42.60
O 4.68 -8.26 -43.81
H 2.66 -10.61 -40.87
H 5.05 -3.48 -43.91
H 4.41 -7.36 -43.60
C 10.07 -12.42 -42.95
O 6.94 -6.44 -48.65
O 9.11 -4.93 -41.55
C 5.19 0.63 -43.63
H 12.74 -2.69 -41.04
H 7.08 -7.15 -42.76
O 6.78 -10.62 -44.96
H 9.70 -8.45 -48.01
H 9.30 -11.65 -43.00
H 0.88 -10.85 -50.15
H 14.34 -5.16 -48.97
C 12.03 -2.71 -47.39
H 7.53 -1.16 -42.63
H 8.34 -14.70 -44.83
H 6.98 2.51 -43.97
H 4.23 -6.92 -38.64
H 10.13 -12.83 -41.94
H 6.05 -4.59 -48.70
H 9.21 -11.89 -45.29
O 4.63 -5.61 -40.31
N 7.51 -6.80 -43.60
H 4.50 -8.76 -43.01
O 8.76 -15.17 -42.87
H 12.89 -4.77 -49.64
H 10.14 -2.27 -45.66
C 8.24 0.79 -43.41
H 5.83 -1.35 -49.94
H 7.72 -10.45 -44.86
O 3.69 -4.31 -46.47
H 8.79 -9.37 -40.78
H 13.60 -2.64 -48.98
O 11.47 -3.66 -46.53
H -0.13 -11.63 -48.99
C 7.85 -9.80 -40.42
H 10.37 -3.77 -44.82
N 11.00 -5.32 -39.63
C 2.42 -9.33 -46.60
H 11.25 -2.54 -48.13
H 13.20 -3.43 -39.59
H 8.15 -7.40 -44.11
H 5.66 -3.16 -53.51
C 8.13 -4.14 -40.94
H 6.74 -15.75 -42.65
H 2.51 -10.95 -48.14
H 13.16 -4.39 -41.09
H 5.07 -3.28 -42.15
```

## Properties
- frontier orbital gap (eV) = 7.607
- E_tot (eV) = -80597.4160
- HOMO level (eV) = -7.36

Atom charges from the Löwdin analysis, given in e for atoms 1 to 4: atom 1 (C): -0.13, atom 2 (H): 0.08, atom 3 (C): -0.33, atom 4 (C): -0.16


HOMO level of number 2 (C34H110N10O14)? -7.36 eV


Which formula does entry 2 have? C34H110N10O14


Look up the E_tot of the first one. -66628.7803 eV